Density functional theory data (ωB97M-V with the def2-TZVPD basis set) for the ion C6H6N with charge +1.

Each line ends with the Löwdin charge.
Geometry (Å):
C: -2.9161 -0.0290 0.1289  0.189
C: -0.7929 0.8491 -0.8602  0.168
C: -0.1143 0.9768 0.3766  -0.073
C: 0.7896 -0.3265 0.4879  -0.064
C: -1.8960 -0.6938 0.0434  -0.071
C: -0.5582 -0.4184 -0.1521  -0.324
N: 1.9890 -0.3372 -0.4301  0.240
H: -4.0268 0.1202 -0.0700  0.116
H: -0.4744 1.5045 1.1576  0.103
H: 0.9462 -0.7461 1.5137  0.180
H: 2.8081 0.2860 -0.1750  0.212
H: 1.8103 -0.0023 -1.3784  0.179
H: 2.4355 -1.1834 -0.6422  0.146

Atoms 1-6, force components in eV/Å:
-3.232 -1.514 -0.890
1.580 0.451 -1.637
3.032 -1.878 -1.545
-2.566 1.211 0.255
-1.986 -0.525 1.539
2.235 0.478 -0.533

Summary:
Charge: +1
Energy, eV: -7793.3197
LUMO, eV: -4.15
Highest occupied orbital energy, eV: -13.097
Energy above the lowest of the compared OMol25 structures with the same formula, charge and spin, eV: 6.4231
Orbital gap, eV: 8.95

=====

Density functional theory data (ωB97M-V with the def2-TZVPD basis set) for a cluster of 4 separate species, C3H14NO4 in total.

Each line ends with the Löwdin charge.
Geometry (Å):
C: 1.8137 -2.0505 0.4627  -0.260
C: 0.7232 -1.1288 -0.1392  -0.188
C: 0.7642 0.3856 0.2174  -0.443
O: -0.3957 0.9496 -0.0052  -0.309
N: 2.3171 -3.1663 -0.3914  -0.025
H: 1.3289 -2.5591 1.3860  0.132
H: 2.6174 -1.4646 0.6902  0.055
H: 0.7249 -1.3128 -1.2526  0.105
H: -0.2099 -1.4148 0.2185  0.076
H: 1.6140 0.8676 -0.4689  0.127
H: 1.1716 0.5296 1.1765  0.078
H: 2.6499 -2.9601 -1.2925  0.028
H: 1.6845 -3.9368 -0.4141  0.034
H: -1.6446 2.1818 2.5467  0.005
H: -1.0166 1.1052 1.4582  0.036
O: -1.2511 1.2852 2.5033  -0.194
H: -0.3031 0.8776 -2.7912  -0.030
H: -0.8182 0.4164 -1.3127  0.022
O: -0.7769 0.1926 -2.3721  -0.171
H: -2.9812 2.3050 -0.6247  -0.038
H: -1.7241 2.3225 0.1375  -0.038
O: -2.4662 2.8187 -0.1212  -0.002

Atoms 1-6, force components in eV/Å:
-3.114 -2.165 -0.379
1.876 -0.241 -1.350
3.549 -1.014 -2.974
-2.977 1.229 0.439
-0.164 0.008 2.143
1.327 0.901 -1.197

Summary:
Charge: -1
Energy, eV: -13018.2736
LUMO, eV: 3.92
Highest occupied orbital energy, eV: -4.637
Energy above the lowest of the compared OMol25 structures with the same formula, charge and spin, eV: 1.6440
Orbital gap, eV: 8.56

=====

Density functional theory data (ωB97M-V with the def2-TZVPD basis set) for the molecule C3H7NO2.

Each line ends with the Löwdin charge.
Geometry (Å):
N: -1.9199 1.0014 0.7300  0.125
C: -0.8447 1.0449 -0.1647  -0.530
O: -0.8258 1.8875 -1.0742  0.016
C: 0.3716 0.2014 0.1752  -0.111
C: 0.8212 -1.0615 -0.7408  -0.168
O: 1.7499 -1.9977 -0.0682  -0.057
H: -2.6578 1.6749 0.7308  0.088
H: -2.0268 0.1756 1.3935  0.129
H: 1.1985 1.0307 0.3065  0.154
H: 0.2792 -0.2088 1.2073  0.102
H: -0.1070 -1.5849 -1.0421  0.123
H: 1.4125 -0.5420 -1.5316  0.118
H: 2.5491 -1.6215 0.0783  0.012

Atoms 1-6, force components in eV/Å:
1.189 -2.617 0.930
-0.978 1.834 -0.679
0.001 -1.575 1.296
1.701 -0.341 1.533
1.290 2.019 0.851
-5.744 -0.985 -1.132

Summary:
Energy, eV: -8808.8940
LUMO, eV: 0.74
Highest occupied orbital energy, eV: -9.930
SMILES string: NC(=O)CCO
Energy above the lowest of the compared OMol25 structures with the same formula, charge and spin, eV: 1.6349
Orbital gap, eV: 10.67

=====

Density functional theory data (ωB97M-V with the def2-TZVPD basis set) for a cluster of 2 separate species, C3H7NO in total.

Each line ends with the Löwdin charge.
Geometry (Å):
C: -0.6613 -1.2766 0.3348  -0.092
C: -0.2686 1.3352 -0.0412  -0.134
C: -0.1271 -0.0297 -0.4500  -0.260
N: 1.8729 -0.4674 -0.3201  -0.021
O: 2.4950 0.4042 0.1809  -0.090
H: -0.2528 -1.2759 1.4025  0.103
H: -1.6960 -1.5755 0.1508  0.077
H: -0.1105 -2.0442 -0.1298  0.033
H: 0.6165 1.7550 0.6669  0.126
H: -1.1940 1.2966 0.5108  0.072
H: -0.3259 2.1366 -0.8593  0.104
H: -0.3482 -0.2584 -1.4463  0.082

Atoms 1-6, force components in eV/Å:
1.910 1.714 1.112
1.764 3.327 1.084
-0.108 -2.897 0.841
-0.642 0.419 -0.071
-0.022 -0.206 -0.111
-1.286 0.071 -1.196

Summary:
Multiplicity: 3
Energy, eV: -6757.3023
LUMO (alpha / beta), eV: 1.08 / -0.70
Highest occupied orbital energy (alpha / beta), eV: -7.567 / -11.856
Expectation value of S²: 2.01
Energy above the lowest of the compared OMol25 structures with the same formula, charge and spin, eV: 0.0000
Orbital gap (alpha / beta), eV: 8.64 / 11.15

=====

Density functional theory data (ωB97M-V with the def2-TZVPD basis set) for a cluster of 2 separate species, C35H34F2NO3S in total.

Each line ends with the Löwdin charge.
Geometry (Å):
C: -4.8108 -1.7305 5.1407  -0.054
C: -3.9670 -2.3041 3.9946  -0.541
C: -3.7836 -3.8052 4.2460  -0.079
C: -4.7795 -2.1349 2.6994  -0.044
C: -2.6007 -1.5701 3.8777  -0.048
C: -1.4009 -2.2318 3.8389  0.032
C: -0.1407 -1.5802 3.6113  -0.179
C: 1.0497 -2.3104 3.3520  0.060
C: 2.3614 -1.8512 3.6692  -0.188
C: 2.5998 -0.7302 4.5274  0.036
C: 3.8731 -0.1856 4.6279  -0.230
F: 4.0494 0.9414 5.4002  0.038
C: 4.9784 -0.7197 3.9686  0.065
C: 4.7658 -1.9172 3.2768  -0.238
F: 5.8508 -2.5018 2.6566  0.040
C: 3.5206 -2.5171 3.1581  0.055
C: -0.1668 -0.1527 3.5756  0.011
C: -1.3118 0.5917 3.5658  -0.055
C: -1.2774 2.1175 3.3164  -0.539
C: -1.9765 2.4484 1.9868  -0.040
C: 0.1645 2.6422 3.2422  -0.068
C: -2.0007 2.8595 4.4460  -0.051
C: -2.6028 -0.1034 3.6800  -0.257
O: -3.6786 0.5337 3.5683  0.020
H: -4.9892 -0.6651 4.9767  0.074
H: -5.7745 -2.2549 5.1707  0.084
H: -4.3031 -1.8666 6.1017  0.087
H: -3.2252 -4.2821 3.4305  0.084
H: -3.2623 -3.9864 5.1950  0.087
H: -4.7672 -4.2933 4.3046  0.086
H: -4.2416 -2.5589 1.8437  0.094
H: -5.7405 -2.6547 2.8073  0.086
H: -4.9651 -1.0734 2.5136  0.078
H: -1.3635 -3.3120 3.9922  0.111
H: 0.9528 -3.3019 2.8994  0.130
H: 1.7818 -0.2943 5.1002  0.127
H: 5.9484 -0.2365 3.9957  0.128
H: 3.3974 -3.4702 2.6459  0.131
H: 0.7895 0.3558 3.4832  0.088
H: -3.0209 2.1257 2.0274  0.077
H: -1.9375 3.5312 1.8122  0.087
H: -1.4800 1.9361 1.1534  0.093
H: 0.7107 2.4330 4.1726  0.086
H: 0.7067 2.1979 2.3957  0.091
H: 0.1619 3.7321 3.0964  0.089
H: -1.5190 2.6476 5.4076  0.088
H: -1.9616 3.9398 4.2581  0.085
H: -3.0442 2.5370 4.4920  0.075
C: 7.1121 1.6462 -0.2346  -0.101
C: 6.8455 1.8716 -1.5892  -0.090
C: 5.8462 1.1441 -2.2422  -0.059
C: 5.1108 0.1874 -1.5383  -0.263
S: 3.9437 -0.8811 -2.4285  0.633
C: 2.3899 -0.2400 -2.0778  -0.244
C: 1.2731 -0.5129 -2.8768  -0.305
C: 0.1402 0.3596 -2.7727  -0.065
C: -1.0142 0.1106 -3.4823  -0.070
C: -1.1227 -1.0288 -4.3039  -0.290
C: -2.3659 -1.3134 -4.9612  -0.232
N: -3.3985 -1.5122 -5.4795  0.086
C: -0.0160 -1.8815 -4.4485  -0.061
C: 1.1592 -1.6417 -3.7573  -0.044
O: 4.3021 -0.6631 -3.8159  -0.353
O: 4.1067 -2.1963 -1.8475  -0.353
C: 5.3477 -0.0108 -0.1757  -0.063
C: 6.3548 0.7080 0.4748  -0.088
H: 7.9052 2.2023 0.2696  0.095
H: 7.4244 2.6036 -2.1528  0.098
H: 5.6617 1.2931 -3.3033  0.109
H: 2.3204 0.4494 -1.2391  0.066
H: 0.2198 1.2305 -2.1150  0.100
H: -1.8697 0.7846 -3.4084  0.107
H: -0.0999 -2.7497 -5.1104  0.111
H: 1.9935 -2.3385 -3.8446  0.099
H: 4.7648 -0.7557 0.3609  0.102
H: 6.5536 0.5171 1.5303  0.085

Atoms 1-6, force components in eV/Å:
0.098 0.163 0.109
0.247 0.048 0.137
0.090 -0.036 -0.001
0.213 0.177 -0.173
0.353 -1.006 -0.113
-1.372 -0.289 -0.495

Summary:
Charge: -1
Energy, eV: -60749.0900
LUMO, eV: -0.14
Highest occupied orbital energy, eV: -3.381
Energy above the lowest of the compared OMol25 structures with the same formula, charge and spin, eV: 1.3412
Orbital gap, eV: 3.24